The following is a quantum chemistry calculation of a molecular structure, C31H50BrCuN5P2 in a non-equilibrium geometry, from the OMol25 dataset.

The geometry in XYZ format:
```
90
Properties=species:S:1:pos:R:3:forces:R:3:mulliken_spin:R:1
Br -4.5028 0.7233 2.5043 0.16 0.65 -0.69 0.000
Cu -1.0761 -0.3065 1.5869 0.71 0.06 -1.75 0.057
P -1.7455 -2.1636 -1.6613 -0.14 0.33 -0.55 0.337
P 1.3404 -0.5700 -0.4240 0.67 -0.45 -0.84 0.120
N 1.1694 -1.4729 4.7923 -0.24 0.50 0.32 0.000
N -1.2653 -1.4296 5.3021 0.42 0.34 -0.33 0.001
N 4.1637 4.9448 -3.5009 1.37 -0.29 -0.53 0.000
N -0.3852 -0.6918 3.2427 -0.69 0.37 -2.31 -0.014
N -0.0057 0.6998 5.1114 0.13 -0.60 -0.01 0.000
C -1.4303 1.0191 -0.2504 -1.74 -1.35 -0.29 -0.015
C 2.6153 0.5166 -2.8262 0.29 0.16 -0.11 0.012
C 1.3392 -0.0518 -2.2139 -0.50 -0.43 0.18 0.058
C -2.4965 0.4890 0.5252 -0.16 1.33 0.03 0.030
C 2.7761 4.8811 -1.5892 -0.39 -1.13 -0.19 0.000
C -1.0194 -4.1963 -3.4864 -0.10 -0.24 -0.36 0.027
C 2.4183 0.7301 0.3122 -0.41 0.14 0.58 0.070
C -4.2841 -3.5199 -1.7635 -0.30 -0.02 -0.20 0.029
C -0.5588 -2.9197 -2.8051 0.48 0.07 0.38 0.074
C 0.0240 -2.1334 5.4668 0.06 -0.14 0.36 0.000
C -3.3330 1.4452 1.1441 -0.79 -0.78 0.29 0.007
C -0.3141 0.7092 3.6847 0.36 0.54 1.89 0.001
C 3.2704 -2.5463 -1.3970 0.27 -0.05 -0.13 0.008
C -3.0087 -1.2027 -4.0111 -0.17 -0.17 -0.36 0.037
C -0.1474 2.8735 -1.2694 -0.92 0.13 0.73 0.011
C 3.9081 0.4135 0.3600 0.41 0.01 -0.08 0.017
C 2.2314 -2.1991 -0.3306 -0.33 -0.12 0.23 0.058
C -2.9428 -3.3960 -1.0437 0.18 -0.12 0.76 0.039
C -1.0831 -0.0473 5.8117 -0.26 0.07 -0.11 0.000
C 1.9253 4.2362 -3.7962 0.36 -0.65 0.68 0.000
C -1.5363 -1.3532 3.8616 -0.26 -0.50 1.91 0.005
C -2.2418 3.2607 -0.0126 -0.64 0.47 0.14 -0.006
C 0.8703 -1.4270 3.3792 0.17 -0.13 0.91 0.002
C 0.7113 3.5292 -1.7960 0.23 0.76 -0.12 0.000
C 3.1982 4.5186 -4.2969 -1.26 0.60 0.73 0.000
C -3.3241 2.7840 0.7659 0.56 0.12 0.06 0.007
C 1.8061 4.2512 -2.3974 -0.36 0.29 -0.06 0.000
C -2.5998 -0.8308 -2.5971 0.09 0.36 0.71 0.055
C -1.2681 2.3941 -0.4797 0.68 -0.45 -0.52 0.005
C 4.0047 5.1186 -2.1990 -1.34 0.51 0.02 0.000
C 1.2552 -0.0618 5.2720 0.03 -0.20 0.54 0.000
H -4.7828 -2.5540 -1.8922 0.08 -0.15 0.06 0.000
H 3.4966 -0.1127 -2.6565 -0.25 0.19 -0.08 -0.002
H 3.3735 4.4339 -5.3527 0.37 0.09 -0.31 0.000
H -0.8382 -0.1081 6.8790 -0.07 0.10 -0.26 0.000
H 4.4401 1.1789 0.9393 -0.16 -0.15 -0.12 0.002
H -0.9971 0.2253 -0.8357 0.81 0.75 -0.07 0.003
H 0.4595 1.2734 3.1437 -0.10 -0.29 0.05 0.003
H 4.3514 0.3997 -0.6426 -0.13 0.00 0.25 -0.001
H 2.8897 -2.4238 -2.4168 -0.01 0.01 0.18 -0.001
H 2.8172 1.5321 -2.4580 0.03 -0.31 -0.01 -0.002
H -3.4602 -0.5158 -1.9780 0.31 -0.08 -0.30 -0.001
H -3.5181 -0.3391 -4.4524 0.08 -0.20 -0.02 0.007
H -2.1672 4.3303 -0.2927 -0.18 -0.81 0.33 0.000
H -2.0316 0.4997 5.6817 0.33 -0.15 0.12 0.000
H 2.6830 -2.2564 0.6768 -0.26 -0.03 -0.33 0.001
H -3.1232 -3.1115 0.0158 0.09 -0.29 -0.49 0.012
H 0.2299 -2.1976 6.5435 0.05 -0.05 -0.33 0.000
H -1.2854 1.2151 3.5505 0.22 -0.25 -0.10 -0.001
H 0.7123 -2.4440 2.9955 0.16 0.22 -0.04 0.001
H 4.1138 -0.5537 0.8293 -0.03 0.17 -0.02 0.002
H -4.1013 3.4884 1.0802 0.38 -0.41 0.14 0.000
H -2.4809 -0.7920 3.6928 0.69 -0.16 0.04 0.000
H 4.8217 5.5076 -1.6155 0.33 0.11 -0.09 0.000
H -0.2969 -2.1411 -3.5395 -0.07 -0.33 0.26 -0.002
H -0.1573 -4.5985 -4.0320 -0.32 -0.11 0.08 0.002
H -1.3716 -4.9455 -2.7692 0.20 0.07 -0.22 0.001
H -1.6624 -2.3688 3.4608 0.16 0.20 0.04 0.001
H 1.0634 3.9181 -4.3884 0.55 -0.07 0.00 0.000
H 1.4151 -2.9470 -0.3499 0.39 0.23 0.14 0.001
H -2.6702 -0.6424 0.7130 -0.17 1.37 -0.69 -0.027
H -0.0770 -3.1426 5.0517 0.05 0.09 0.18 0.000
H 2.2223 1.6517 -0.2571 -0.03 -0.24 0.20 0.003
H -2.1396 -1.4387 -4.6339 -0.17 0.07 0.07 -0.001
H -2.4150 -4.3672 -1.0403 -0.18 0.44 0.20 0.002
H -4.1907 -3.9904 -2.7464 0.07 0.09 0.14 -0.002
H 2.0435 0.4488 4.7083 -0.03 -0.08 0.16 0.000
H 2.4692 0.6076 -3.9110 0.07 -0.03 0.23 0.001
H 0.5729 0.7334 -2.2709 0.01 -0.26 -0.13 -0.001
H 3.5801 -3.5946 -1.2946 -0.11 0.23 0.05 0.002
H 4.1745 -1.9375 -1.3025 -0.18 -0.07 -0.02 0.000
H -1.8262 -4.0052 -4.2058 0.21 -0.06 0.17 -0.004
H -4.9436 -4.1534 -1.1591 0.14 0.13 -0.13 0.003
H -1.9023 0.0281 -2.6226 -0.33 -0.37 -0.04 -0.017
H 1.5162 -0.0721 6.3437 -0.05 0.00 -0.48 0.000
H 2.0261 0.8979 1.3304 0.25 0.10 -0.25 -0.005
H 0.9852 -0.9240 -2.7883 0.18 0.45 0.23 -0.013
H 0.3355 -3.1166 -2.1836 -0.22 0.02 -0.47 0.008
H -3.6922 -2.0568 -4.0389 0.10 0.20 -0.02 -0.007
H 1.6738 -0.9100 2.8240 -0.34 -0.21 0.17 0.000
H 2.5437 5.0520 -0.5332 0.44 -0.18 -0.35 0.000
```
Forces are in eV/Å.

DFT total energy = -173649.792 eV
orbital gap (spin up / spin down) = 0.304 / 0.178 hartree
total charge = +2
spin multiplicity = 2
molecular weight = 698.2 u